1.
ORCA calculation (wB97M-V/def2-TZVPD) on a structure of composition C35H42N5O3PRuSeTe.

Element x y z (Å)
Ru 0.337 -0.385 -0.494
O -2.574 1.072 2.229
C -1.801 1.160 1.308
O -1.691 0.288 0.320
C -0.864 2.362 1.174
P 0.803 1.731 0.872
C 1.466 1.463 2.549
C 0.719 0.699 3.449
C 1.181 0.495 4.741
C 2.398 1.033 5.141
C 3.147 1.787 4.251
C 2.681 2.007 2.959
C 1.802 3.033 0.107
C 3.121 2.760 -0.267
C 3.881 3.730 -0.901
C 3.331 4.974 -1.186
C 2.020 5.248 -0.828
C 1.257 4.281 -0.184
H -0.899 2.993 2.058
H -1.192 2.925 0.299
H -0.242 0.286 3.169
H 0.583 -0.080 5.437
H 2.755 0.874 6.151
H 4.087 2.224 4.563
H 3.261 2.623 2.285
H 3.543 1.783 -0.070
H 4.905 3.516 -1.182
H 3.925 5.729 -1.687
H 1.589 6.217 -1.043
H 0.241 4.520 0.103
C -2.856 -0.265 -2.435
Te -1.403 1.237 -2.233
C -0.792 1.115 -4.246
H -3.672 0.141 -3.028
H -3.188 -0.519 -1.434
H -2.386 -1.109 -2.933
H -0.770 0.069 -4.541
H 0.199 1.555 -4.346
H -1.507 1.672 -4.848
C -1.856 -5.730 0.683
C -0.494 -6.243 0.223
C -0.174 -5.878 -1.223
C 0.118 -4.398 -1.446
N 1.281 -3.954 -0.663
C 1.283 -3.179 0.429
Se -0.206 -2.226 1.112
N 2.538 -3.090 0.892
C 2.976 -2.323 2.070
C 2.741 -3.081 3.363
C 3.517 -4.387 3.471
C 3.257 -5.097 4.794
C 3.386 -3.802 0.047
C 4.768 -3.976 0.056
C 5.304 -4.705 -0.986
C 4.494 -5.244 -2.004
C 3.124 -5.080 -1.999
C 2.590 -4.347 -0.941
H -2.085 -6.070 1.694
H -2.648 -6.098 0.025
H -1.910 -4.639 0.688
H -0.467 -7.330 0.314
H 0.297 -5.870 0.884
H -1.025 -6.134 -1.861
H 0.674 -6.466 -1.582
H -0.720 -3.765 -1.167
H 0.348 -4.196 -2.492
H 2.453 -1.372 2.066
H 4.036 -2.116 1.922
H 1.669 -3.275 3.468
H 3.016 -2.412 4.181
H 4.588 -4.180 3.366
H 3.246 -5.051 2.643
H 3.570 -4.479 5.639
H 3.797 -6.042 4.858
H 2.193 -5.315 4.919
H 5.393 -3.566 0.837
H 6.373 -4.865 -1.023
H 4.957 -5.797 -2.810
H 2.504 -5.489 -2.785
N 4.605 -0.544 -1.931
C 3.283 -0.773 -1.905
O 2.613 -0.406 -0.891
C 2.680 -1.450 -3.008
C 3.415 -1.966 -4.111
N 4.030 -2.411 -4.979
C 1.308 -1.580 -2.845
N 0.202 -1.581 -2.479
H 5.033 -0.070 -1.156
H 5.171 -0.829 -2.713

The value obtained for the molecular weight is 919.36 g mol⁻¹. For the lowest unoccupied orbital energy (spin up / spin down), the calculation gives -2.2 / -4.7 eV. As for the strongest force on any atom: 0.01284 Eh/bohr. The value obtained for the gap between HOMO and LUMO (spin up / spin down) is 8.150 / 6.441 eV. The calculation puts the relative energy (zero: lowest compared OMol25 entry of this formula, charge and spin) at 6.8 kcal/mol. The energy comes out at -4963.89716 a.u. Its spin multiplicity is 6. The net charge is +1.

Löwdin atomic charges, in units of e: atom 1 (Ru): 0.9862, atom 2 (O): 0.0900, atom 3 (C): -0.7363, atom 4 (O): -0.4402, atom 5 (C): -0.2578, atom 6 (P): 0.9925, atom 7 (C): -0.3415, atom 8 (C): -0.0995, atom 9 (C): -0.0631, atom 10 (C): -0.0715, atom 11 (C): -0.0675, atom 12 (C): -0.0766, atom 13 (C): -0.3626, atom 14 (C): -0.1171, atom 15 (C): -0.0655, atom 16 (C): -0.0643, atom 17 (C): -0.0615, atom 18 (C): -0.0759, atom 19 (H): 0.1139, atom 20 (H): 0.0534, atom 21 (H): 0.0855, atom 22 (H): 0.1151, atom 23 (H): 0.1105, atom 24 (H): 0.1098, atom 25 (H): 0.0944, atom 26 (H): 0.0851, atom 27 (H): 0.1088, atom 28 (H): 0.1120, atom 29 (H): 0.1125, atom 30 (H): 0.0993, atom 31 (C): -0.3806, atom 32 (Te): 1.3811, atom 33 (C): -0.4271, atom 34 (H): 0.0172, atom 35 (H): 0.0057, atom 36 (H): -0.0007, atom 37 (H): 0.0001, atom 38 (H): 0.0069, atom 39 (H): 0.0082, atom 40 (C): -0.1016, atom 41 (C): -0.2469, atom 42 (C): -0.1746, atom 43 (C): -0.1567, atom 44 (N): -0.0025, atom 45 (C): -0.6049, atom 46 (Se): 0.8128, atom 47 (N): 0.0001, atom 48 (C): -0.1361, atom 49 (C): -0.1902, atom 50 (C): -0.2624, atom 51 (C): -0.1014, atom 52 (C): -0.1514, atom 53 (C): 0.0034, atom 54 (C): -0.0557, atom 55 (C): -0.0516, atom 56 (C): 0.0089, atom 57 (C): -0.1443, atom 58 (H): 0.0779, atom 59 (H): 0.0808, atom 60 (H): 0.0236, atom 61 (H): 0.1122, atom 62 (H): 0.0995, atom 63 (H): 0.1255, atom 64 (H): 0.1050, atom 65 (H): 0.0795, atom 66 (H): 0.1148, atom 67 (H): 0.0868, atom 68 (H): 0.1274, atom 69 (H): 0.1069, atom 70 (H): 0.1214, atom 71 (H): 0.1113, atom 72 (H): 0.1061, atom 73 (H): 0.0776, atom 74 (H): 0.0750, atom 75 (H): 0.0777, atom 76 (H): 0.1135, atom 77 (H): 0.1127, atom 78 (H): 0.1157, atom 79 (H): 0.1210, atom 80 (N): 0.2112, atom 81 (C): -0.4991, atom 82 (O): -0.1591, atom 83 (C): -0.1859, atom 84 (C): -0.2197, atom 85 (N): 0.1606, atom 86 (C): -0.1916, atom 87 (N): 0.0584, atom 88 (H): 0.1161, atom 89 (H): 0.1134

***

2.
ORCA calculation (wB97M-V/def2-TZVPD) on a structure of composition C35H42N7O2PtSi.

Element x y z (Å)
Pt 2.469 1.605 -0.524
N -1.705 1.793 -1.110
C -0.461 1.332 -1.103
N 0.532 2.074 -0.620
C 0.305 3.267 0.022
N 1.308 3.988 0.479
N 2.490 3.354 0.272
C 3.629 3.815 0.658
C 4.777 2.951 0.384
C 6.081 3.295 0.690
C 7.102 2.402 0.394
C 6.795 1.191 -0.199
C 5.468 0.904 -0.480
N 4.487 1.753 -0.195
C -1.060 3.706 0.176
C -1.404 4.861 0.889
C -2.726 5.218 1.014
C -3.722 4.433 0.425
C -3.404 3.299 -0.288
C -2.067 2.931 -0.404
H -2.424 1.182 -1.486
H -0.215 0.485 -1.706
H 3.709 4.770 1.160
H 6.290 4.250 1.150
H 8.127 2.655 0.626
H 7.562 0.473 -0.447
H 5.168 -0.025 -0.947
H -0.617 5.451 1.335
H -2.997 6.105 1.569
H -4.760 4.714 0.536
H -4.172 2.677 -0.725
C -1.269 -3.694 0.488
C -1.906 -2.631 1.387
C -1.108 -2.508 2.688
C -3.344 -3.042 1.706
Si -1.835 -0.956 0.488
O -0.384 -0.304 0.392
C -2.950 0.258 1.454
C -4.345 0.333 1.486
C -5.011 1.254 2.286
C -4.293 2.130 3.085
C -2.906 2.079 3.076
C -2.252 1.158 2.270
C -2.515 -1.295 -1.268
C -3.862 -1.422 -1.628
C -4.249 -1.731 -2.927
C -3.292 -1.932 -3.910
C -1.947 -1.839 -3.581
C -1.575 -1.528 -2.280
H -1.154 -4.639 1.031
H -0.283 -3.381 0.141
H -1.880 -3.887 -0.396
H -1.098 -3.465 3.220
H -1.542 -1.760 3.357
H -0.074 -2.210 2.493
H -3.351 -4.004 2.230
H -3.940 -3.162 0.797
H -3.842 -2.312 2.346
H -4.947 -0.348 0.899
H -6.094 1.278 2.291
H -4.810 2.842 3.716
H -2.335 2.755 3.700
H -1.167 1.131 2.256
H -4.637 -1.299 -0.884
H -5.300 -1.823 -3.169
H -3.592 -2.171 -4.922
H -1.193 -2.017 -4.338
H -0.520 -1.494 -2.023
C 2.467 -1.863 -3.479
N 2.896 -2.281 -2.146
C 3.807 -3.415 -2.071
C 2.622 -1.451 -1.108
O 2.339 -0.250 -1.414
N 2.662 -1.902 0.149
C 2.592 -3.326 0.479
C 2.529 -0.984 1.281
H 2.864 -2.572 -4.200
H 2.829 -0.866 -3.721
H 1.380 -1.869 -3.557
H 4.474 -3.373 -2.931
H 3.294 -4.378 -2.084
H 4.420 -3.353 -1.176
H 2.185 -3.892 -0.352
H 1.910 -3.444 1.317
H 3.565 -3.732 0.762
H 1.791 -0.215 1.057
H 3.496 -0.568 1.571
H 2.120 -1.541 2.119

The value obtained for the molecular weight is 815.93 g mol⁻¹. For the lowest unoccupied orbital energy, the calculation gives -4.0 eV. As for the strongest force on any atom: 0.01064 Eh/bohr. The value obtained for the gap between HOMO and LUMO is 6.225 eV. The calculation puts the relative energy (zero: lowest compared OMol25 entry of this formula, charge and spin) at 22.5 kcal/mol. The energy comes out at -2301.39099 a.u. The net charge is +1.

Löwdin atomic charges, in units of e: atom 1 (Pt): 1.2525, atom 2 (N): 0.1694, atom 3 (C): -0.1441, atom 4 (N): -0.0475, atom 5 (C): -0.2524, atom 6 (N): 0.1013, atom 7 (N): -0.2060, atom 8 (C): -0.0266, atom 9 (C): -0.2327, atom 10 (C): 0.0117, atom 11 (C): -0.0214, atom 12 (C): -0.0218, atom 13 (C): -0.0861, atom 14 (N): -0.0682, atom 15 (C): -0.0867, atom 16 (C): -0.0015, atom 17 (C): -0.0537, atom 18 (C): -0.0428, atom 19 (C): 0.0017, atom 20 (C): -0.1622, atom 21 (H): 0.1527, atom 22 (H): 0.1082, atom 23 (H): 0.1428, atom 24 (H): 0.1281, atom 25 (H): 0.1237, atom 26 (H): 0.1187, atom 27 (H): 0.1192, atom 28 (H): 0.1163, atom 29 (H): 0.1124, atom 30 (H): 0.1189, atom 31 (H): 0.1271, atom 32 (C): -0.0913, atom 33 (C): -0.6035, atom 34 (C): -0.0861, atom 35 (C): -0.0850, atom 36 (Si): 0.4419, atom 37 (O): -0.3208, atom 38 (C): -0.2077, atom 39 (C): -0.1035, atom 40 (C): -0.0872, atom 41 (C): -0.0946, atom 42 (C): -0.0865, atom 43 (C): -0.1079, atom 44 (C): -0.2245, atom 45 (C): -0.0886, atom 46 (C): -0.0769, atom 47 (C): -0.0841, atom 48 (C): -0.0812, atom 49 (C): -0.1247, atom 50 (H): 0.0874, atom 51 (H): 0.0543, atom 52 (H): 0.0788, atom 53 (H): 0.0854, atom 54 (H): 0.0811, atom 55 (H): 0.0524, atom 56 (H): 0.0872, atom 57 (H): 0.0751, atom 58 (H): 0.0727, atom 59 (H): 0.0837, atom 60 (H): 0.1038, atom 61 (H): 0.1039, atom 62 (H): 0.1046, atom 63 (H): 0.0966, atom 64 (H): 0.0815, atom 65 (H): 0.1059, atom 66 (H): 0.1046, atom 67 (H): 0.0963, atom 68 (H): 0.0789, atom 69 (C): -0.0129, atom 70 (N): -0.1169, atom 71 (C): -0.0484, atom 72 (C): -0.4704, atom 73 (O): -0.1837, atom 74 (N): -0.0789, atom 75 (C): -0.0338, atom 76 (C): -0.0435, atom 77 (H): 0.0932, atom 78 (H): 0.0932, atom 79 (H): 0.0804, atom 80 (H): 0.0953, atom 81 (H): 0.0969, atom 82 (H): 0.0843, atom 83 (H): 0.0839, atom 84 (H): 0.0861, atom 85 (H): 0.0973, atom 86 (H): 0.0360, atom 87 (H): 0.0844, atom 88 (H): 0.0842